A molecular structure, C22H21MoN6O, computed with the ωB97M-V functional and the def2-TZVPD basis.

Cartesian coordinates (Å):
Mo  -0.0540  -0.7834  0.4710
C  -2.8254  -2.8162  -2.2214
C  -3.6820  -2.7140  -1.1083
C  -3.1949  -2.4981  0.1623
C  -1.8065  -2.4235  0.3375
C  -0.9329  -2.5268  -0.7874
C  -1.4596  -2.7241  -2.0722
N  -1.1081  -2.0580  1.4859
C  -1.6318  -1.7622  2.7737
C  -2.3563  -2.6110  3.5756
C  -2.7425  -2.1379  4.8280
C  -2.4271  -0.8469  5.2569
C  -1.7121  0.0107  4.4423
C  -1.3109  -0.4721  3.2007
N  -0.6640  0.2623  2.1862
N  -0.4712  1.4892  2.2999
C  -0.0612  2.0882  1.1013
C  0.1092  3.4472  1.0246
C  0.3916  4.0083  -0.2213
C  0.4765  3.1901  -1.3335
C  0.3027  1.8217  -1.1800
N  0.0510  1.2761  0.0185
H  -3.2440  -3.0054  -3.2014
H  -4.7509  -2.8052  -1.2548
H  -3.8586  -2.4130  1.0128
H  0.1200  -2.7821  -0.5991
H  -0.8009  -2.8555  -2.9200
H  -2.5982  -3.6169  3.2578
H  -3.3009  -2.7931  5.4841
H  -2.7520  -0.5119  6.2325
H  -1.4731  1.0223  4.7427
H  -0.0048  4.0431  1.9209
H  0.5263  5.0780  -0.3191
H  0.6730  3.5972  -2.3159
H  0.3694  1.1510  -2.0266
N  1.9093  -0.6640  0.8528
C  3.0556  -0.6780  1.1212
N  4.2849  -0.6927  1.4095
C  4.7919  -1.2568  2.7099
C  5.6714  -2.4524  2.3812
O  6.6898  -2.0893  1.4777
C  6.1824  -1.6608  0.2347
C  5.3655  -0.3939  0.4098
H  3.9514  -1.5238  3.3465
H  5.3745  -0.4664  3.1806
H  5.0633  -3.2704  1.9745
H  6.1527  -2.7933  3.2946
H  5.5699  -2.4462  -0.2267
H  7.0303  -1.4494  -0.4122
H  4.9241  -0.0441  -0.5205
H  5.9767  0.3937  0.8479

Values from the calculation:
* 2S+1: 3
* <S²>: 2.10
* LUMO (spin up / spin down): -11.7 / -11.9 eV
* energy above the lowest of the compared OMol25 structures with the same formula, charge and spin: 0.285 eV
* net charge: +3
* E: -1321.8511 a.u.

Atom charges from the natural (NBO) analysis, given in e for atoms 1 to 2: 1.52, -0.14